Model one:
ORCA calculation (ωB97M-V/def2-TZVPD) on a gas-phase ion, C8H11N2O (charge +1).

Geometry as ORCA input:
```
! RIJCOSX wB97M-V def2-TZVPD def2/J DEFGRID3
* xyz 1 1
C -0.442 -2.640 -2.240
C -0.234 -1.451 -2.822
O -0.395 -0.415 -1.955
C -0.790 -1.065 -0.810
C -0.721 -0.269 0.544
N -0.614 1.229 0.228
C 0.820 1.558 -0.013
C 1.585 0.388 0.721
C 1.133 0.387 2.124
N 0.601 -0.604 1.098
C -0.843 -2.458 -0.928
H -0.309 -3.547 -2.762
H 0.035 -1.186 -3.831
H -1.636 -0.352 1.076
H -0.897 1.634 1.130
H -1.204 1.495 -0.465
H 1.166 2.491 0.387
H 1.060 1.296 -1.074
H 2.565 0.152 0.201
H 1.688 -0.169 2.987
H 0.580 1.368 2.338
H -1.177 -3.082 -0.021
*
```

Results
Highest occupied orbital energy in eV: -12.33
SMILES string: c1coc([C@@H]2[NH2+]C[C@H]3CN32)c1
Kohn-Sham gap in eV: 9.16

These are the natural (NBO) partial charges, in e, on atoms 1 to 6:
1 C -0.30
2 C 0.11
3 O -0.44
4 C 0.20
5 C 0.09
6 N -0.51

---

Model two:
ORCA calculation (ωB97M-V/def2-TZVPD) on a gas-phase ion, C8H11N2O (charge +1).

Geometry as ORCA input:
```
! RIJCOSX wB97M-V def2-TZVPD def2/J DEFGRID3
* xyz 1 1
C 1.821 -1.452 -0.808
C 0.883 -1.662 -1.732
C -0.974 1.144 0.076
C 1.349 1.348 0.326
C 2.523 1.947 0.571
C 1.112 -1.074 0.370
C -0.302 -1.253 0.111
C -2.702 -0.535 -0.005
N -1.253 -0.173 0.200
N 0.105 1.834 0.036
O -0.368 -1.658 -1.235
H 2.861 -1.458 -0.845
H 0.986 -1.969 -2.774
H -1.893 1.744 -0.023
H 2.652 3.126 0.463
H 3.495 1.633 0.845
H 1.772 -1.153 1.203
H -0.755 -2.153 0.719
H -2.857 -1.079 -0.920
H -2.911 -1.111 0.924
H -3.143 0.452 0.044
H 0.091 2.813 -0.090
*
```

Results
Highest occupied orbital energy (alpha / beta) in eV: -11.70 / -11.67
Kohn-Sham gap (alpha / beta) in eV: 7.55 / 7.51

These are the natural (NBO) partial charges, in e, on atoms 1 to 6:
1 C -0.35
2 C 0.22
3 C 0.41
4 C 0.08
5 C -0.46
6 C -0.11

---

Model three:
ORCA calculation (ωB97M-V/def2-TZVPD) on a gas-phase ion, C8H11N2O (charge +1).

Geometry as ORCA input:
```
! RIJCOSX wB97M-V def2-TZVPD def2/J DEFGRID3
* xyz 1 1
C -2.535 -0.394 0.741
N -2.561 -0.140 -0.531
C -1.619 -0.646 -1.482
C -0.376 0.250 -1.612
C 0.878 -0.447 -2.110
C 0.766 0.035 -0.729
C 1.381 0.227 0.441
N 0.895 0.866 1.565
C 1.886 0.825 2.530
C 2.910 0.133 2.007
O 2.619 -0.241 0.730
H -1.799 -1.075 1.135
H -3.258 0.052 1.402
H -3.249 0.523 -0.879
H -2.101 -0.711 -2.459
H -1.292 -1.642 -1.175
H -0.600 1.249 -1.970
H 0.825 -1.510 -2.302
H 1.529 0.084 -2.791
H 0.075 1.444 1.591
H 1.766 1.276 3.492
H 3.861 -0.158 2.405
*
```

Results
Highest occupied orbital energy in eV: -10.33
SMILES string: C=[NH+]C[C@@H]1C/C1=C1/NC=CO1
Kohn-Sham gap in eV: 5.12

These are the natural (NBO) partial charges, in e, on atoms 1 to 6:
1 C 0.11
2 N -0.36
3 C -0.26
4 C -0.24
5 C -0.37
6 C -0.28

---

Least stable = model two

---

Model one:
ORCA calculation (ωB97M-V/def2-TZVPD) on 2 unconnected molecules or ions with the total composition C2H9N2O.

Geometry as ORCA input:
```
! RIJCOSX wB97M-V def2-TZVPD def2/J DEFGRID3
* xyz 1 1
C 0.263 1.028 -1.021
C -0.606 -0.090 -0.844
N -0.531 -0.930 0.292
N 0.224 1.889 -2.150
H 1.125 0.939 -0.437
H -1.552 -0.309 -1.446
H 0.328 -1.541 0.291
H -0.622 -0.242 1.032
H -1.347 -1.729 0.349
H -0.607 2.239 -2.735
H 0.969 2.430 -2.322
H 1.159 -1.858 3.109
H 0.666 -0.579 3.277
O 0.533 -1.250 2.605
*
```

Results
Highest occupied orbital energy in eV: -12.67
Kohn-Sham gap in eV: 9.19

These are the natural (NBO) partial charges, in e, on atoms 1 to 6:
1 C 0.06
2 C -0.23
3 N -0.70
4 N -0.78
5 H 0.21
6 H 0.23

---

Model two:
ORCA calculation (ωB97M-V/def2-TZVPD) on 2 unconnected molecules or ions with the total composition C2H9N2O.

Geometry as ORCA input:
```
! RIJCOSX wB97M-V def2-TZVPD def2/J DEFGRID3
* xyz 1 1
C -0.147 1.099 -1.314
C 0.522 -2.218 1.123
N -0.175 1.238 0.144
N 0.749 -1.153 0.430
O -1.366 1.167 0.749
H -0.817 1.794 -1.874
H 0.904 1.231 -1.470
H -0.504 0.018 -1.625
H 1.026 -3.174 0.983
H 0.089 -2.192 2.128
H 0.294 -0.074 0.645
H 1.158 -1.169 -0.508
H 0.410 2.003 0.452
H -2.142 1.431 0.136
*
```

Results
Highest occupied orbital energy in eV: -14.09
Kohn-Sham gap in eV: 9.38

These are the natural (NBO) partial charges, in e, on atoms 1 to 6:
1 C -0.45
2 C 0.13
3 N -0.32
4 N -0.62
5 O -0.55
6 H 0.23

---

Model three:
ORCA calculation (ωB97M-V/def2-TZVPD) on 2 unconnected molecules or ions with the total composition C2H9N2O.

Geometry as ORCA input:
```
! RIJCOSX wB97M-V def2-TZVPD def2/J DEFGRID3
* xyz 1 1
C 0.101 1.015 -1.822
N 0.524 0.318 -0.571
C 0.421 -0.992 -0.548
N 0.180 -1.651 0.576
H 0.265 0.373 -2.682
H -0.907 1.397 -1.733
H 0.858 1.777 -2.021
H 0.393 0.866 0.271
H 0.511 -1.521 -1.488
H -0.293 -1.090 1.298
H -0.104 -2.619 0.528
H -0.176 0.373 3.293
H -1.138 1.285 2.455
O -0.633 0.469 2.442
*
```

Results
Highest occupied orbital energy in eV: -15.23
Kohn-Sham gap in eV: 11.59

These are the natural (NBO) partial charges, in e, on atoms 1 to 6:
1 C -0.42
2 N -0.51
3 C 0.41
4 N -0.72
5 H 0.23
6 H 0.23

---

Least stable = model two

---

Model one:
ORCA calculation (ωB97M-V/def2-TZVPD) on 2 unconnected molecules or ions with the total composition C2H9N2O.

Geometry as ORCA input:
```
! RIJCOSX wB97M-V def2-TZVPD def2/J DEFGRID3
* xyz 1 1
C 0.554 1.447 -2.566
N 0.318 0.169 -1.821
H 0.644 1.193 -3.618
H 1.369 1.986 -2.129
H -0.347 2.054 -2.516
H -0.194 -0.508 -2.380
H 1.217 -0.254 -1.590
H -0.184 0.277 -0.922
C -0.260 -0.985 1.478
N -0.930 -0.817 2.628
O 0.300 -0.096 0.854
H -0.230 -2.049 1.222
H -1.541 -1.539 2.973
H -0.773 -0.068 3.287
*
```

Results
Highest occupied orbital energy in eV: -14.39
Kohn-Sham gap in eV: 11.09

These are the natural (NBO) partial charges, in e, on atoms 1 to 6:
1 C -0.42
2 N -0.67
3 H 0.24
4 H 0.24
5 H 0.24
6 H 0.43

---

Model two:
ORCA calculation (ωB97M-V/def2-TZVPD) on a gas-phase ion, C2H9N2O (charge +1).

Geometry as ORCA input:
```
! RIJCOSX wB97M-V def2-TZVPD def2/J DEFGRID3
* xyz 1 1
N 1.137 -0.297 -1.004
C 0.702 -1.035 0.212
N -0.733 -0.753 0.398
C -1.228 0.694 0.300
O -0.253 1.704 0.180
H 1.303 0.692 -0.780
H 0.423 -0.324 -1.730
H 2.019 -0.655 -1.368
H 1.323 -0.642 1.012
H 0.708 -2.087 -0.047
H -1.198 -1.142 1.203
H -1.974 0.770 -0.489
H -1.822 0.751 1.216
H -0.406 2.326 0.898
*
```

Results
Highest occupied orbital energy in eV: -13.87
SMILES string: [NH3+]CNCO
Kohn-Sham gap in eV: 10.35

These are the natural (NBO) partial charges, in e, on atoms 1 to 6:
1 N -0.68
2 C -0.05
3 N -0.67
4 C 0.07
5 O -0.75
6 H 0.47

---

Least stable = model two

---

Model one:
ORCA calculation (ωB97M-V/def2-TZVPD) on 2 unconnected molecules or ions with the total composition C3H9N2.

Geometry as ORCA input:
```
! RIJCOSX wB97M-V def2-TZVPD def2/J DEFGRID3
* xyz 1 1
N -2.626 0.951 1.009
C -1.379 0.562 1.058
N -0.456 0.851 0.179
H -3.010 1.574 0.315
H -3.248 0.718 1.769
H -1.057 -0.032 1.903
H 0.485 0.496 0.324
H -0.641 1.342 -0.687
C 1.453 -1.459 -1.089
C 2.521 -0.700 -0.871
H 0.758 -1.213 -1.881
H 1.272 -2.325 -0.462
H 2.774 0.103 -1.554
H 3.153 -0.867 -0.013
*
```

Results
Highest occupied orbital energy in eV: -13.78
Kohn-Sham gap in eV: 10.04

These are the natural (NBO) partial charges, in e, on atoms 1 to 6:
1 N -0.70
2 C 0.40
3 N -0.70
4 H 0.43
5 H 0.44
6 H 0.23

---

Model two:
ORCA calculation (ωB97M-V/def2-TZVPD) on a gas-phase ion, C3H9N2 (charge +1).

Geometry as ORCA input:
```
! RIJCOSX wB97M-V def2-TZVPD def2/J DEFGRID3
* xyz 1 1
C 0.232 1.671 -0.693
N 0.097 0.435 -0.368
C 1.050 -0.536 -0.938
C -0.966 -0.199 0.437
N -0.392 -1.100 1.432
H -0.110 2.539 -0.138
H 0.653 1.896 -1.683
H 1.836 -0.806 -0.238
H 0.639 -1.567 -0.981
H 1.463 -0.139 -1.867
H -1.555 -0.778 -0.255
H -1.642 0.474 0.989
H -0.416 -0.804 2.388
H -0.672 -2.105 1.346
*
```

Results
Highest occupied orbital energy in eV: -14.41
SMILES string: C=[N+](C)CN
Kohn-Sham gap in eV: 9.09

These are the natural (NBO) partial charges, in e, on atoms 1 to 6:
1 C 0.13
2 N -0.23
3 C -0.45
4 C -0.08
5 N -0.86
6 H 0.24

---

Least stable = model two